a.
A cluster of 2 separate species, C4H10O in total, computed with ωB97M-V/def2-TZVPD.

Properties
- highest occupied orbital energy (alpha / beta) (eV) = -7.031 / -6.752
- spin multiplicity = 1
- molecular weight (g/mol) = 74.12

Last column: natural (NBO) charge in e.
Geometry (Å):
O1 0.902 -0.612 0.323  -0.34
C1 1.546 -1.015 -0.760  -0.28
C2 -0.770 0.273 1.745  -0.66
C3 -1.095 -0.062 -0.851  -0.70
C4 -0.277 -0.086 0.383  0.33
H1 -1.234 1.267 1.749  0.22
H2 1.634 1.423 -0.899  0.00
H3 0.063 0.278 2.452  0.23
H4 -1.281 -1.084 -1.226  0.22
H5 1.174 1.857 -0.488  -0.03
H6 -2.057 0.426 -0.678  0.23
H7 -0.563 0.464 -1.660  0.23
H8 -1.525 -0.437 2.114  0.21
H9 0.989 -1.211 -1.666  0.16
H10 2.495 -1.481 -0.539  0.18

b.
A cluster of 2 separate species, C4H10O in total, computed with ωB97M-V/def2-TZVPD.

Properties
- highest occupied orbital energy (eV) = -11.101
- spin multiplicity = 1
- molecular weight (g/mol) = 74.12

Last column: natural (NBO) charge in e.
Geometry (Å):
O1 -1.747 1.229 -1.167  -0.26
C1 0.677 1.342 0.666  -0.63
C2 -1.047 -1.221 0.282  -0.63
C3 0.054 -0.797 -0.688  -0.28
C4 1.116 0.059 -0.003  -0.41
H1 -0.703 -1.831 1.110  0.21
H2 -0.506 0.001 -1.302  0.22
H3 1.736 0.378 -0.864  0.20
H4 1.495 1.995 0.933  0.22
H5 -1.508 -0.282 0.591  0.23
H6 -1.855 -1.715 -0.269  0.22
H7 -0.015 1.201 1.498  0.21
H8 -0.079 1.692 -0.087  0.25
H9 1.799 -0.539 0.612  0.22
H10 0.585 -1.512 -1.313  0.23

c.
The molecule C4H10O, computed with ωB97M-V/def2-TZVPD.

Properties
- highest occupied orbital energy (eV) = -8.917
- spin multiplicity = 1
- SMILES = COC(C)C
- molecular weight (g/mol) = 74.12

Last column: natural (NBO) charge in e.
Geometry (Å):
O1 -0.551 0.258 -0.618  -0.56
C1 0.146 -0.199 0.529  0.09
C2 -0.902 -1.255 1.118  -0.62
C3 0.637 1.366 0.780  -0.60
C4 0.136 0.059 -1.795  -0.25
H1 0.003 -0.997 -2.031  0.17
H2 1.218 0.294 -1.761  0.16
H3 0.587 2.036 -0.132  0.22
H4 -1.793 -0.807 1.561  0.21
H5 -0.345 0.704 -2.529  0.19
H6 -0.536 -2.034 1.807  0.21
H7 1.011 -0.865 0.289  0.16
H8 1.680 1.393 1.065  0.19
H9 -0.021 1.869 1.483  0.21
H10 -1.271 -1.821 0.234  0.22

Which is less stable than every other structure shown? b is.